Record 1
# C9H13NO2OsSe

C9H13NO2OsSe as an isolated structure (the ωB97M-V functional and the def2-TZVPD basis, the OMol25 dataset).

Geometry as XYZ:
```
27
Properties=species:S:1:pos:R:3
Os -0.822 -0.303 -1.103
Se -1.923 -1.024 -2.978
O -1.309 2.539 -1.803
O 1.326 -1.395 -1.388
N -0.241 -1.107 0.682
C 0.901 2.081 -1.361
C -0.698 -1.207 3.061
C 1.523 -1.556 2.270
C -2.725 2.352 -1.897
C -0.500 1.530 -1.502
C -1.106 -1.061 1.771
C 1.084 -1.393 0.986
C 2.053 -1.497 -0.166
C 0.653 -1.449 3.362
H -1.445 -1.151 3.842
H 1.879 -1.581 -2.153
H 2.572 -1.782 2.425
H 1.004 3.011 -1.919
H 1.634 1.351 -1.700
H -3.057 2.962 -2.733
H 0.999 -1.577 4.375
H 2.797 -0.692 -0.115
H 1.099 2.291 -0.307
H -3.168 2.711 -0.969
H 2.580 -2.455 -0.128
H -2.964 1.304 -2.070
H -2.146 -0.900 1.515
```

Output
total energy: -3047.92458 Ha
HOMO level (spin up / spin down): -5.16 / -8.10 eV
expectation value of S²: 6.05
total charge: 0
2S+1: 5
E_LUMO (spin up / spin down): 0.4 / -0.8 eV


Record 2
# C9H13NOP

C9H13NOP as an isolated structure (the ωB97M-V functional and the def2-TZVPD basis, the OMol25 dataset).

Geometry as XYZ:
```
25
Properties=species:S:1:pos:R:3
P -2.592 0.627 2.492
O 1.909 -1.997 1.597
N 1.325 1.725 0.012
C -0.266 -1.501 0.015
C 2.125 1.707 1.243
C -2.554 -0.523 1.436
C 0.720 -0.593 0.251
C -2.760 -1.479 0.375
C 1.829 -0.879 1.194
C 2.677 0.335 1.573
C 0.649 0.654 -0.421
C -1.563 -1.287 -0.682
H 2.897 0.290 2.581
H 0.060 0.774 -1.367
H 3.541 0.218 0.966
H -3.664 -1.252 -0.102
H -2.777 -2.589 0.673
H -1.595 -0.175 -0.992
H 3.121 2.217 0.997
H -0.110 -2.427 0.469
H 2.105 -3.210 -2.479
H 1.205 2.615 -0.478
H 2.811 -2.763 -2.497
H 1.633 2.292 2.008
H -1.755 -2.139 -1.349
```

Output
total energy: -821.69982 Ha
HOMO level: -12.86 eV
total charge: +1
E_LUMO: -5.1 eV


Record 3
# C9H13NS

A single C9H13NS molecule (the ωB97M-V functional and the def2-TZVPD basis, the OMol25 dataset).

Geometry as XYZ:
```
24
Properties=species:S:1:pos:R:3
S 3.270 1.828 0.179
N -0.865 0.389 0.076
C -2.358 0.213 0.284
C 3.094 0.199 -0.067
C -0.586 1.006 -1.280
C -0.346 -0.935 0.174
C 1.770 -2.406 -0.203
C -0.247 1.243 1.060
C 3.825 -1.038 0.136
C 0.770 -1.428 -0.117
C 3.159 -2.266 -0.066
H -2.826 1.221 0.273
H -1.273 0.528 -1.927
H -0.154 0.891 2.070
H 3.695 -3.208 -0.136
H 2.004 -0.022 -0.252
H 1.386 -3.455 -0.396
H 4.855 -0.979 0.259
H -2.682 -0.370 -0.539
H 0.570 0.802 -1.591
H -0.655 2.084 -1.311
H -0.711 2.308 1.193
H 0.872 1.334 0.794
H -2.507 -0.368 1.130
```

Output
total energy: -803.43034 Ha
structure (SMILES): C[N+](C)(C)C#C/C=C\C=C\[S-]
HOMO level: -6.52 eV
total charge: 0
E_LUMO: -0.1 eV


Record 4
# C9H13O3

A single C9H13O3 molecule (the ωB97M-V functional and the def2-TZVPD basis, the OMol25 dataset).

Geometry as XYZ:
```
25
Properties=species:S:1:pos:R:3
O 0.301 1.987 0.760
O -0.065 0.341 -1.583
O 2.888 0.430 -0.124
C -0.219 -0.168 -0.402
C 2.560 -0.860 0.415
C -1.828 0.123 -0.578
C 0.179 -1.586 -0.125
C -4.168 -0.047 0.076
C -2.734 -0.393 0.484
C 0.500 0.615 0.783
C 2.016 0.443 0.971
C 1.483 -1.823 0.155
H -2.144 -0.308 -1.541
H 0.136 0.176 1.736
H -4.400 -0.494 -0.895
H -0.647 2.168 0.946
H -1.959 1.212 -0.669
H -4.279 1.036 -0.027
H 2.406 1.084 1.744
H -0.541 -2.364 -0.326
H -2.492 0.061 1.449
H -2.604 -1.472 0.593
H -4.890 -0.406 0.808
H 3.542 -1.278 0.568
H 1.839 -2.847 0.124
```

Output
total energy: -576.26214 Ha
HOMO level (spin up / spin down): -9.28 / -9.31 eV
expectation value of S²: 0.75
total charge: 0
2S+1: 2
E_LUMO (spin up / spin down): 0.6 / -0.8 eV


Record 5
# C9H13O3P

C9H13O3P as an isolated structure (the ωB97M-V functional and the def2-TZVPD basis, the OMol25 dataset).

Geometry as XYZ:
```
26
Properties=species:S:1:pos:R:3
P 1.182 0.856 -0.393
O 1.128 -0.590 0.389
O -0.997 -0.336 -0.258
O 1.213 0.699 -1.828
C 0.053 2.048 0.478
C 2.756 1.517 0.250
C -0.003 -1.257 -0.037
C -1.429 -3.067 -0.454
C -2.535 -3.353 -0.783
C -3.859 -3.808 -1.240
C 0.997 3.114 1.008
C -0.141 -2.567 -0.107
C 2.348 2.521 1.343
H 2.115 2.025 2.284
H 1.009 3.837 0.161
H -0.318 1.584 1.405
H 0.727 -3.314 0.046
H -1.383 -0.248 -1.165
H -4.615 -3.022 -0.963
H 3.345 1.819 -0.651
H 3.113 3.188 1.618
H 0.616 3.793 1.762
H -0.780 2.507 -0.184
H 3.226 0.713 0.701
H -4.056 -4.857 -1.061
H -3.711 -3.802 -2.323
```

Output
total energy: -917.76120 Ha
HOMO level: -8.41 eV
total charge: 0
E_LUMO: 0.7 eV


Record 6
# C9H13O7PPd

C9H13O7PPd as an isolated structure (the ωB97M-V functional and the def2-TZVPD basis, the OMol25 dataset).

Geometry as XYZ:
```
31
Properties=species:S:1:pos:R:3
Pd -0.098 -0.893 0.321
P -1.438 -2.737 1.295
O 3.025 -0.866 0.647
O -2.904 0.080 -0.683
O 0.477 -1.189 -2.762
O -1.765 -4.280 1.670
O -0.307 0.703 3.034
O -0.741 -3.000 -0.291
O 0.103 -2.456 2.020
C 0.386 -0.842 -1.643
C -1.059 -5.406 1.079
C -1.652 -3.392 -1.374
C 1.911 -0.620 0.446
C 1.241 -3.377 1.935
C 1.547 3.580 -0.984
C -1.816 -0.054 -0.258
C -0.275 0.324 1.952
C 0.240 3.766 -1.276
H -1.799 -5.954 0.478
H -2.501 -3.946 -0.929
H -0.144 3.536 -2.276
H 0.974 -4.272 2.518
H -0.172 -5.167 0.452
H 2.087 -2.861 2.412
H 2.241 3.210 -1.748
H -0.441 4.164 -0.515
H -0.756 -5.979 1.960
H -1.090 -4.078 -2.020
H -2.044 -2.530 -1.955
H 1.480 -3.611 0.882
H 1.927 3.819 0.016
```

Output
total energy: -1345.83484 Ha
HOMO level (spin up / spin down): -15.29 / -15.30 eV
expectation value of S²: 2.02
total charge: +2
2S+1: 3
E_LUMO (spin up / spin down): -8.6 / -11.6 eV


Record 7
# C9H13OPS2

A 2-piece molecular cluster, C9H13OPS2 overall (the ωB97M-V functional and the def2-TZVPD basis, the OMol25 dataset).

Geometry as XYZ:
```
26
Properties=species:S:1:pos:R:3
S -1.421 3.228 -0.589
S -0.788 1.799 2.536
P -1.023 1.650 0.476
O 1.237 0.675 0.373
C -2.995 -0.446 1.123
C -2.234 0.194 0.150
C -3.956 -1.395 0.753
C -3.556 -0.858 -1.551
C 3.482 0.986 -0.283
C 1.742 -0.071 -1.799
C -4.205 -1.593 -0.575
C -2.523 -0.058 -1.234
C 1.975 0.974 -0.643
H 1.759 0.393 -2.819
H -5.178 -2.197 -0.711
H -2.612 -0.533 2.174
H -4.394 -2.077 1.446
H 3.606 1.889 0.400
H 0.835 -0.739 -1.531
H 3.862 1.235 -1.374
H 3.698 -0.033 -0.049
H 2.596 -0.843 -1.786
H -0.194 0.546 2.535
H -1.997 0.483 -2.071
H 1.828 2.065 -1.140
H -3.797 -1.096 -2.633
```

Output
total energy: -1563.59422 Ha
HOMO level (spin up / spin down): -8.65 / -8.65 eV
total charge: 0
E_LUMO (spin up / spin down): -1.5 / -1.5 eV


Record 8
# C9H14

A 2-piece molecular cluster, C9H14 overall (the ωB97M-V functional and the def2-TZVPD basis, the OMol25 dataset).

Geometry as XYZ:
```
23
Properties=species:S:1:pos:R:3
C -0.665 2.387 0.574
C -1.420 1.579 1.627
C -0.639 -1.971 1.091
C 0.160 -1.364 -0.033
C 2.045 -0.004 -0.844
C -0.169 -1.579 -1.377
C 1.211 -0.399 0.190
C 0.541 -1.026 -2.426
C 1.791 -0.361 -2.172
H -1.023 3.425 0.499
H -1.685 -2.066 0.794
H -1.039 -2.172 -1.669
H -1.941 0.723 1.190
H 0.371 2.548 0.858
H -0.745 1.100 2.342
H 1.306 0.046 1.183
H -0.545 -1.374 2.009
H 2.942 0.551 -0.566
H 2.458 -0.043 -2.965
H -0.214 -2.924 1.377
H 0.198 -1.151 -3.446
H -2.174 2.158 2.160
H -0.764 1.918 -0.396
```

Output
total energy: -351.26576 Ha
HOMO level (spin up / spin down): 1.02 / -3.45 eV
expectation value of S²: 0.76
total charge: -1
2S+1: 2
E_LUMO (spin up / spin down): 4.0 / 3.8 eV


Record 9
# C9H14

A 2-piece molecular cluster, C9H14 overall (the ωB97M-V functional and the def2-TZVPD basis, the OMol25 dataset).

Geometry as XYZ:
```
23
Properties=species:S:1:pos:R:3
C -0.112 1.015 -1.477
C 2.535 -1.141 -0.518
C -1.478 0.770 -1.590
C -2.267 0.579 2.160
C 1.808 -2.492 -0.536
C -2.247 0.759 -0.426
C -1.558 0.859 0.880
C 0.443 1.412 -0.282
C -0.251 1.236 0.905
H 3.264 -0.942 0.360
H -1.593 0.156 2.965
H -3.298 0.112 1.850
H 1.413 1.860 -0.109
H 0.423 1.006 -2.486
H 1.957 -0.216 -0.466
H -2.398 1.634 2.446
H -2.064 0.564 -2.559
H 2.462 -3.289 -0.472
H 0.454 1.415 1.817
H 3.387 -1.082 -1.289
H 1.068 -2.525 -1.255
H -3.272 0.878 -0.411
H 1.324 -2.568 0.495
```

Output
total energy: -351.20763 Ha
HOMO level (spin up / spin down): 0.89 / -3.42 eV
expectation value of S²: 0.76
total charge: -1
2S+1: 2
E_LUMO (spin up / spin down): 4.0 / 3.9 eV


Record 10
# C9H14

A 2-piece molecular cluster, C9H14 overall (the ωB97M-V functional and the def2-TZVPD basis, the OMol25 dataset).

Geometry as XYZ:
```
23
Properties=species:S:1:pos:R:3
C 0.273 -2.010 1.512
C -0.751 0.341 -1.491
C 0.773 -3.390 1.939
C 1.719 -0.053 -1.676
C -1.656 1.723 0.239
C 0.558 0.697 -1.115
C -0.403 2.014 0.792
C 0.725 1.558 0.032
C -1.883 0.906 -0.872
H 0.854 -1.834 0.568
H -0.860 -2.039 1.223
H 0.190 -4.151 1.406
H 0.679 -3.728 2.996
H 0.191 -1.329 2.322
H 1.693 -3.672 1.452
H -0.517 2.490 1.798
H 2.494 0.634 -2.057
H 1.718 1.956 0.249
H -2.903 0.728 -1.317
H -0.777 -0.443 -2.406
H 1.463 -0.880 -2.246
H 2.291 -0.437 -0.781
H -2.635 1.995 0.632
```

Output
total energy: -351.25999 Ha
structure (SMILES): Cc1ccccc1.CC
HOMO level: -8.85 eV
total charge: 0
E_LUMO: 1.0 eV